1.
# C2H4ClF

An isolated molecule of C2H4ClF (ωB97M-V with the def2-TZVPD basis set, OMol25).

HOMO energy = -11.176 eV
Energy relative to the best compared isomer or geometry (same formula, charge and spin) = 2.015 eV
Total energy = -17376.9054 eV
Structure (SMILES) = C[C@H](F)Cl
Frontier orbital gap = 12.23 eV

```
8
C2H4ClF ωB97M-V with the def2-TZVPD basis set
Cl -1.354 0.172 -0.081
F 0.792 -1.115 -0.256
C 0.325 -0.116 0.584
C 1.359 0.895 -0.046
H 1.493 2.065 -0.019
H 2.365 0.545 0.143
H 0.438 -0.701 1.548
H 1.486 0.526 -1.210
```

Results of the Mulliken charge analysis, in e, for atoms 1 through 2: Cl -0.174; F -0.253



2.
# C27H71N2O11P2

A cluster of 9 separate species, C27H71N2O11P2 in total (ωB97M-V with the def2-TZVPD basis set, OMol25).

HOMO energy = -11.186 eV
Total energy = -73215.4386 eV
Frontier orbital gap = 7.68 eV
Total charge = +1

```
113
C27H71N2O11P2 ωB97M-V with the def2-TZVPD basis set
P 1.708 -1.969 -1.037
P 2.481 3.331 -1.573
O 1.014 -3.498 -1.502
O -4.042 0.128 -4.110
O -3.670 -3.641 -2.083
O -0.681 6.526 -0.025
O 0.597 -0.825 -1.191
O 6.182 -6.839 -0.103
O 7.315 -3.623 2.003
O -4.415 3.571 2.507
O -4.956 1.525 6.232
O -5.551 2.703 -0.128
O 2.120 -2.068 0.652
N 3.803 0.666 -0.757
N 4.485 1.079 1.688
C 3.767 2.340 1.179
C 3.367 2.067 -0.387
C 3.154 -1.484 -2.187
C 3.972 4.100 -2.561
C -4.470 -4.080 -3.171
C -5.097 0.725 -4.849
C 4.479 0.119 0.480
C -6.054 4.374 -1.782
C -4.544 1.799 -5.763
C -3.751 2.332 2.304
C -3.665 1.065 6.602
C 1.776 4.819 -0.560
C 6.109 -2.783 3.906
C 2.649 -3.389 1.026
C -3.479 1.194 8.100
C -3.914 -3.542 -4.473
C 3.578 0.099 -2.141
C -1.293 -3.274 -0.265
C 3.807 -3.983 0.026
C -0.443 -3.419 -1.695
C -4.657 1.187 2.708
C 7.455 -5.873 -1.900
C -1.450 6.860 1.120
C 6.027 -3.535 2.594
C 7.342 -6.076 -0.403
C -2.569 5.856 1.304
C -6.606 3.300 -0.868
H -2.915 1.650 6.062
H -1.863 -2.230 -0.261
H -3.574 0.019 6.294
H -4.030 2.573 -5.185
H 6.568 -5.359 -2.286
H -5.825 1.144 -4.147
H 1.814 -4.212 1.202
H -2.828 2.328 2.892
H 2.179 4.692 0.538
H -3.684 -2.668 -2.082
H -3.893 -2.447 -4.463
H -4.639 3.632 3.452
H 7.892 -4.094 2.628
H 4.963 3.850 -1.958
H -6.854 4.842 -2.363
H 2.101 5.845 -1.064
H -5.023 2.457 6.502
H -5.124 3.405 0.393
H -5.539 5.149 -1.204
H 2.824 0.724 -2.783
H -7.334 3.719 -0.166
H 6.269 -7.695 -0.555
H -4.517 -3.875 -5.322
H -4.469 -5.173 -3.176
H 4.614 -3.152 -0.186
H -2.490 0.839 8.402
H -3.223 5.839 0.427
H -2.163 4.845 1.418
H -3.808 1.375 -6.454
H -5.345 2.266 -6.344
H -0.786 6.858 1.990
H -3.168 6.097 2.186
H -1.278 6.539 -0.793
H 3.407 -4.413 -0.991
H -2.882 -3.878 -4.619
H 3.174 -3.247 2.089
H -5.591 -0.058 -5.432
H -5.497 -3.737 -3.012
H 7.259 -5.113 0.109
H 6.509 -1.776 3.747
H 3.575 3.338 1.769
H 4.942 -0.956 0.442
H 5.123 -2.702 4.372
H 4.098 3.637 -3.628
H -2.073 -4.169 -0.144
H 4.374 -4.875 0.558
H 3.898 5.275 -2.581
H 8.341 -5.283 -2.147
H -3.591 2.237 8.415
H -0.479 -3.276 0.580
H -1.848 7.872 0.993
H -5.317 3.950 -2.472
H -0.775 -4.481 -2.127
H -5.583 1.205 2.125
H 7.516 -6.835 -2.418
H -4.942 1.272 3.762
H -4.161 0.225 2.554
H 5.640 -4.548 2.746
H -3.615 0.830 -3.589
H 4.628 0.178 -2.704
H 6.788 -3.288 4.601
H 8.218 -6.601 -0.011
H 5.365 -3.015 1.895
H 4.123 -2.166 -2.067
H 4.877 0.930 2.650
H 0.608 4.751 -0.619
H -3.486 2.256 1.246
H 2.776 -1.692 -3.301
H -4.241 0.616 8.633
H -7.100 2.518 -1.451
H -0.790 -2.630 -2.486
```

Results of the Mulliken charge analysis, in e, for atoms 1 through 2: P 0.857; P 0.276



3.
# C20H38LiN2O13

A structure of composition C20H38LiN2O13 (ωB97M-V with the def2-TZVPD basis set, OMol25).

HOMO energy = -9.923 eV
Energy relative to the best compared isomer or geometry (same formula, charge and spin) = 0.740 eV
Total energy = -51143.7623 eV
Frontier orbital gap = 7.62 eV
Total charge = +1

```
74
C20H38LiN2O13 ωB97M-V with the def2-TZVPD basis set
O 3.319 0.782 3.455
O 3.022 -3.611 2.373
O 2.326 0.353 1.512
O 1.560 -0.906 -2.416
O 1.918 2.227 2.550
O -0.767 -0.500 2.524
O 0.203 -1.087 0.520
O 0.216 1.676 -1.271
O -1.881 -0.541 0.680
O 3.145 0.418 -1.689
O 3.308 -4.653 0.432
O 3.290 -0.478 -3.565
O 2.755 -2.420 0.355
N 2.591 -0.207 -2.648
N -2.803 0.769 -3.262
C -2.899 -0.115 1.563
C -2.331 -0.869 -5.164
C 3.436 -4.830 2.869
C 2.588 1.080 2.427
C -3.137 -0.591 -3.919
C -2.119 -0.278 2.951
C -2.028 0.966 3.815
C 3.848 -5.640 1.447
C -1.015 1.880 -1.787
C 2.320 2.862 3.685
C 3.400 1.999 4.275
C 1.060 3.229 4.567
C 0.784 2.829 -0.611
C -0.798 -0.756 1.173
C 3.013 -3.399 0.986
C -3.820 0.920 -2.175
C -4.275 2.119 -4.848
C -2.916 1.929 -4.148
C 5.240 -5.690 1.226
C -1.509 0.609 -2.558
Li 1.791 -0.657 -0.397
H -1.354 -1.256 -5.026
H -3.752 0.219 -1.311
H 5.498 -5.826 0.266
H -4.212 -0.477 -4.275
H 0.104 3.760 3.942
H -4.017 2.972 -5.657
H -3.198 0.904 1.409
H -2.397 -1.016 3.698
H 4.264 -4.837 3.787
H -4.019 1.974 -1.828
H 0.092 2.878 0.073
H -1.531 1.777 3.665
H 0.940 3.788 -1.346
H -3.030 1.316 4.135
H 3.447 -6.729 1.401
H 0.442 2.270 4.916
H 4.313 2.379 4.145
H -2.477 -0.083 -6.003
H -0.707 0.625 -3.304
H 3.355 1.954 5.333
H -1.167 2.686 -2.469
H -3.648 -0.763 1.382
H 1.712 2.617 -0.049
H -4.806 0.542 -2.491
H 2.623 3.997 3.707
H 5.738 -6.484 1.861
H -1.673 1.940 -0.968
H -2.734 2.869 -3.710
H 5.889 -4.859 1.518
H -2.880 -1.682 -5.589
H -1.444 0.644 4.699
H -1.433 -0.285 -1.867
H -4.508 1.191 -5.490
H 1.360 3.903 5.450
H -5.136 2.640 -4.342
H 2.647 -5.419 3.408
H -2.974 -1.459 -3.046
H -2.163 1.910 -4.950
```

Results of the Mulliken charge analysis, in e, for atoms 1 through 2: O -0.386; O -0.269



4.
# C2H5NO

An isolated molecule of C2H5NO (ωB97M-V with the def2-TZVPD basis set, OMol25).

HOMO energy = -10.185 eV
Energy relative to the best compared isomer or geometry (same formula, charge and spin) = 3.967 eV
Total energy = -5689.2623 eV
Structure (SMILES) = C/C=N\O
Frontier orbital gap = 11.04 eV

```
9
C2H5NO ωB97M-V with the def2-TZVPD basis set
O -1.756 0.475 0.029
N -1.055 -1.000 0.243
C 1.047 0.462 -0.008
C 0.100 -0.671 -0.016
H 0.406 -1.788 0.252
H -2.577 0.281 -0.444
H 1.382 0.647 -1.028
H 0.544 1.357 0.353
H 1.909 0.237 0.620
```

Results of the Mulliken charge analysis, in e, for atoms 1 through 2: O -0.559; N -0.301